85
Properties=species:S:1:pos:R:3:mulliken_charge:R:1 method="wB97M-V/def2-TZVPD" energy_ev=-267703.2470 lumo_energy_ev=0.27 max_force_ha_per_bohr=0.0464 e_homo_ev=-8.807 homo_lumo_gap_ev=9.08 spin_multiplicity=1 molar_mass_g_mol=1043.67
Cl 1.65672 3.90910 1.46034 -0.02
Cl 7.28588 1.95494 3.94528 -0.15
Cl 7.50206 -0.10539 1.10139 -0.12
Cl 4.92727 -3.30022 -3.59282 -0.15
Cl 8.37980 -7.42480 -5.60370 -0.16
Cl 6.77810 -4.99463 -5.94430 -0.14
Cl -1.36965 3.48571 -2.34406 -0.11
Cl -0.70674 -3.29219 4.79712 -0.13
Cl -1.07601 2.89346 1.13112 -0.12
Cl 5.72521 4.14850 2.78259 -0.15
Cl -2.53136 1.37910 -4.07470 -0.15
Cl 4.03700 3.78228 4.85930 -0.09
Cl 3.99757 5.45350 0.00869 -0.14
Cl 3.02364 -1.51966 -4.92470 -0.14
Cl 0.63833 -0.79714 5.51980 -0.04
Cl 7.42951 1.92183 -1.02234 -0.15
Cl 2.65141 1.29265 4.19571 -0.09
Cl 4.45716 8.30194 0.52033 -0.18
P -6.16389 -1.87677 -0.28785 0.43
O -3.63242 0.57922 -0.33286 -0.08
O -5.10056 0.63269 1.37549 -0.58
O -0.56285 -3.10725 -1.51592 -0.60
O -5.01134 -2.73186 0.02351 -0.59
N -0.51021 -1.26395 -0.12351 0.57
N -5.79950 -0.25622 -0.68402 0.22
N -9.54730 -1.91565 -1.32328 -0.47
C -0.05482 -2.02692 -1.24885 0.31
C -2.81085 -0.60708 -0.54981 -0.63
C -4.83176 0.30904 0.22409 0.14
C 3.01503 2.47523 5.46056 -0.49
C 0.34975 2.95968 2.17713 0.09
C -0.36741 -2.13603 6.09225 -0.39
C -9.38449 -0.52095 -0.91450 -0.60
C -8.15036 0.15321 -1.55896 -0.80
C -1.36083 -0.15316 -0.54692 0.42
C -7.04470 0.56861 -0.58677 -0.81
C 0.50558 -1.68182 2.08459 -1.24
C 3.93575 -3.02859 -5.03006 -0.27
C 6.32952 2.49949 2.56142 -0.13
C 0.58329 -0.89193 0.77693 -0.35
C 7.48651 -6.13413 -4.79404 -0.24
C 1.06756 -1.49528 -2.11179 -1.21
C 8.16588 0.41757 -0.45405 -0.24
C -2.63196 3.05052 -3.51063 -0.29
C 4.06090 6.73008 1.22839 -0.05
H -0.15212 -1.20684 2.79278 0.25
H 6.68663 -6.57674 -4.21352 0.26
H 0.06422 3.41069 3.11971 0.37
H 0.70971 1.95095 2.33925 -0.27
H 7.97625 -0.35635 -1.18716 0.27
H -1.30631 -1.73524 6.45362 0.28
H 1.59298 -0.64518 -1.70039 0.39
H 4.82014 6.48555 1.95508 0.11
H -7.78964 -0.50823 -2.33497 0.49
H -8.50690 1.04530 -2.05684 0.37
H -1.07364 0.25702 -1.50831 0.26
H 0.68653 -1.28859 -3.09978 0.41
H -3.07641 -1.09747 -1.47502 0.19
H -2.52544 3.69434 -4.37471 0.33
H -6.78161 1.60223 -0.75697 0.44
H -6.86378 -2.32729 -1.40845 0.08
H -1.32247 0.65007 0.17386 -0.59
H 9.23026 0.57711 -0.33570 0.28
H 0.53165 0.16313 1.01788 -0.05
H 3.23606 -3.84967 -5.12517 0.31
H -3.59658 3.20036 -3.04166 0.21
H 8.16803 -5.59190 -4.15078 0.28
H 3.08783 6.79863 1.70039 0.27
H 1.78692 -2.29390 -2.23027 0.29
H -9.29210 -0.48459 0.16416 0.39
H -10.31608 -2.05761 -1.95170 0.20
H -2.92500 -1.27692 0.28728 0.48
H 1.55940 -1.05738 0.32966 0.45
H -7.44036 0.52859 0.42391 0.48
H -9.58970 -2.55488 -0.55066 0.20
H 1.48199 -1.86776 2.51421 0.37
H 6.95278 2.48358 1.68170 0.07
H 5.48236 1.83555 2.43923 0.30
H 2.08216 2.89622 5.81487 0.30
H -7.10445 -1.79985 0.76385 -0.02
H 3.53295 1.96690 6.26428 0.39
H 4.58650 -2.98218 -5.89420 0.26
H 0.05677 -2.63395 1.83451 0.41
H -10.26607 0.04327 -1.19053 0.34
H 0.15823 -2.64943 6.88763 0.29



82
Properties=species:S:1:pos:R:3:mulliken_charge:R:1 method="wB97M-V/def2-TZVPD" energy_ev=-103478.3361 lumo_energy_ev=-5.08 max_force_ha_per_bohr=0.1168 total_charge=+1 e_homo_ev=-12.522 homo_lumo_gap_ev=7.45 spin_multiplicity=1 relative_energy_kcal_mol=63.03 molar_mass_g_mol=705.79
S 6.67811 2.12851 -0.09246 1.24
S -0.71427 3.00521 -2.68945 1.21
S -4.52303 -2.09623 0.38495 1.16
S -0.65088 -4.55456 -2.82201 1.22
F 1.40174 6.48204 2.68481 -0.26
F 0.70644 5.61848 4.75047 -0.25
F 2.32678 4.58886 3.53412 -0.20
O 5.77498 3.45191 0.13396 -0.29
O -2.04598 3.43333 -2.35150 -0.65
O 7.29909 1.77452 1.15616 -0.61
O 0.44855 -5.59683 -2.25761 -0.31
O -3.37432 -1.95768 -0.47546 -0.56
O -1.93937 -4.90761 -2.28691 -0.51
O -5.60286 -3.06075 -0.32677 -0.29
O 0.32116 2.88509 -1.69178 -0.56
O -0.12437 -3.21749 -2.72040 -0.65
O -0.80848 1.61910 -3.51672 -0.33
O 5.92272 1.17573 -0.86293 -0.64
O 0.82028 3.55982 1.74527 -0.41
O 1.76100 -0.83670 4.35561 -0.48
O -4.39315 -2.48062 1.76590 -0.63
N -1.30064 1.48582 2.08649 -0.61
N -1.00844 0.23694 1.75216 0.58
C -0.00185 -5.84592 0.12351 -0.78
C -2.41549 0.22970 -2.32433 -0.57
C 0.46615 1.43447 4.10781 -0.28
C -0.98096 0.40533 -2.78418 -0.24
C -0.97095 3.57675 3.46767 -1.13
C 0.97317 -5.39025 -0.94627 -0.31
C 0.04261 4.46827 2.59205 -0.02
C -5.47476 -0.60566 0.30237 -1.03
C -0.58604 -5.06425 -4.51561 -1.06
C -5.17930 -4.35568 -0.76432 -0.11
C 4.47578 3.29633 0.70178 -0.39
C -0.11667 4.01230 -4.01623 -1.02
C -0.02973 -0.48231 2.46775 -0.21
C 4.54457 3.08904 2.20286 -0.69
C -5.07950 -5.32989 0.39413 -1.08
C -0.59842 2.02783 3.15931 0.80
C 1.10204 5.30743 3.43954 0.67
C 0.79523 -0.05152 3.69080 0.02
C 7.89781 2.87120 -1.13824 -0.93
H 0.18074 -1.54586 2.08027 0.47
H -4.23327 -4.29049 -1.30938 0.18
H -6.00186 -5.33093 0.97984 0.31
H 0.44115 3.54714 0.83917 0.15
H 7.42174 3.18894 -2.06492 0.32
H 3.93504 2.48009 0.21361 0.35
H -0.58226 5.09133 1.86386 0.48
H -4.88704 -6.34143 0.03090 0.41
H -0.05612 5.03936 -3.65596 0.38
H 5.00430 2.12770 2.44574 0.35
H -0.71759 -0.41212 -3.45859 0.19
H -0.88958 -5.20905 0.14300 0.08
H -2.68085 0.97834 -1.57217 0.30
H 8.34035 3.71925 -0.61694 0.32
H -0.81664 3.95028 -4.84858 0.36
H -0.80292 -6.13036 -4.57162 0.34
H 0.40514 -4.84709 -4.91161 0.36
H -1.34139 -4.50099 -5.06375 0.38
H -0.86538 3.69915 4.59749 0.44
H -2.55953 -0.75826 -1.88337 0.16
H 8.66146 2.12170 -1.34591 0.38
H -3.10896 0.35201 -3.15986 0.34
H -4.26759 -5.05370 1.07085 0.25
H 0.97592 1.95932 4.97475 0.37
H -5.93319 -4.71355 -1.46899 0.26
H -0.28671 0.36241 -1.93946 0.20
H 0.46368 -5.80719 1.11093 0.39
H 3.92660 4.21718 0.49209 0.23
H 1.88691 -5.98437 -0.87501 0.29
H -5.62064 -0.33763 -0.74344 0.33
H -6.43013 -0.76949 0.79941 0.37
H 2.61133 -0.32897 4.30717 0.38
H 1.25708 -4.34346 -0.80336 0.27
H 5.15196 3.86543 2.67381 0.27
H 0.87075 3.65876 -4.31036 0.32
H -1.50787 -0.20162 0.95081 0.10
H -2.07185 3.80142 3.22827 0.37
H -4.91687 0.17748 0.81648 0.34
H 3.54585 3.10534 2.63922 0.12
H -0.34054 -6.86612 -0.07072 0.29



67
Properties=species:S:1:pos:R:3:mulliken_charge:R:1 method="wB97M-V/def2-TZVPD" energy_ev=-78498.1289 lumo_energy_ev="-2.28 / -4.55" max_force_ha_per_bohr=0.0367 total_charge=+1 e_homo_ev="-10.592 / -11.123" homo_lumo_gap_ev="8.32 / 6.58" spin_multiplicity=6 relative_energy_kcal_mol=0.00 molar_mass_g_mol=452.57
Fe 0.31952 -0.38786 0.47991 0.69
Si -2.39075 -0.29801 2.58419 0.19
Si -3.34283 -1.95743 -0.18797 0.36
O 2.12481 0.09742 -0.78569 -0.63
N 4.35785 0.27237 -0.82950 -0.41
N 0.52184 -2.61532 -0.33660 -0.02
N 1.46815 -2.78656 -1.39167 -0.24
N -1.11239 1.19096 -0.27358 0.07
C 0.06781 -4.31909 -2.80289 -1.31
C -1.64534 1.39741 2.94371 -0.86
C 3.20085 0.09059 -0.18230 0.77
C -1.99366 3.05858 -1.46964 -0.82
C 2.53571 -4.05162 -3.11460 -1.78
C -5.22738 -1.87799 -0.17802 -1.24
C 3.26297 -0.13071 1.31026 -1.03
C -2.54354 -0.50682 0.70449 0.13
C 1.40496 -4.08335 -2.08956 1.38
C -0.94431 2.32479 -0.95796 -0.44
C -2.87073 -3.59463 0.64417 -1.17
C -2.62992 -1.90001 -1.94668 -1.15
C -2.36283 0.70770 -0.09402 0.79
C 1.91853 0.13802 1.95629 -1.07
C -3.28332 2.57087 -1.30361 -0.59
C -3.46727 1.37680 -0.63524 -0.49
C 1.66166 -5.20060 -1.07716 -1.85
C -1.30402 -1.69912 3.26035 -0.82
C -4.09592 -0.36843 3.38810 -1.16
H -2.28779 2.18589 2.54377 0.34
H 3.48771 -3.86883 -2.61698 0.40
H 2.56013 -4.98181 -0.49807 0.42
H -4.45459 0.96283 -0.48264 0.38
H 1.79222 -0.37558 2.90549 0.52
H -4.59566 -1.32283 3.21430 0.32
H -1.54946 1.56503 4.01711 0.42
H 5.23933 0.20945 -0.35318 0.19
H 4.35497 0.38753 -1.82904 0.26
H 2.59018 -5.00131 -3.64507 0.42
H -2.54294 -2.89364 -2.38785 0.43
H -3.63207 -3.88464 1.37054 0.38
H -5.62187 -1.01748 -0.71994 0.37
H -3.26766 -1.30896 -2.60664 0.42
H -4.13178 3.12144 -1.68750 0.49
H -0.75645 -4.42905 -2.09373 0.16
H -5.63950 -2.77615 -0.64131 0.38
H -1.91823 -3.55077 1.17342 0.21
H 3.55012 -1.17594 1.46098 0.26
H 1.33801 -2.02359 -2.04576 0.31
H -3.99115 -0.23392 4.46606 0.36
H -4.74023 0.42937 3.01532 0.34
H 0.81015 -3.24076 0.40752 0.20
H 1.73031 1.20767 2.06951 0.50
H -2.82226 -4.39330 -0.09914 0.44
H -0.93343 -1.45591 4.25673 0.42
H -0.41431 -2.90744 -0.62237 -0.24
H -5.60636 -1.82666 0.84425 0.33
H 0.81916 -5.33579 -0.39485 0.33
H 4.06636 0.48555 1.72899 0.45
H -0.43499 -1.88760 2.62364 0.10
H -1.80588 3.98166 -1.99764 0.44
H 1.80531 -6.14750 -1.59604 0.47
H 0.08085 2.64950 -1.08631 0.48
H -0.15319 -3.49758 -3.48776 0.36
H -1.63982 -1.43445 -1.96232 0.24
H -0.65889 1.51339 2.49377 0.08
H 2.36964 -3.26296 -3.85206 0.41
H -1.87226 -2.62780 3.33859 0.37
H 0.12178 -5.23846 -3.38586 0.51